This record from the Open Molecules 2025 dataset describes an isolated ion of composition C4H4NO2 and charge -1 at a distorted geometry. The level of theory is ωB97M-V/def2-TZVPD.

The geometry in ORCA input format:
```
! RIJCOSX wB97M-V def2-TZVPD def2/J DEFGRID3
* xyz -1 1
N -2.174 0.171 0.263
O 1.441 2.235 -0.500
O -3.412 0.051 0.118
C 1.547 1.282 0.301
H 0.268 -1.878 -0.379
C -1.340 -0.458 -0.499
H 1.959 -0.603 0.785
H -1.686 -1.205 -1.141
C 1.104 -0.082 0.167
C 0.022 -0.783 -0.270
H 2.272 1.269 1.156
*
```

Values from the calculation:
- Frontier orbital gap: 7.15 eV
- SMILES string: O=N/C=C\C=C/[O-]
- Energy above the lowest of the compared OMol25 structures with the same formula, charge and spin: 4.961 eV

Results of the natural (NBO) charge analysis, in e, for atoms 1 through 2:
1. N -0.01
2. O -0.60



This record from the Open Molecules 2025 dataset describes an isolated ion of composition C4H4NO3 and charge -1 at a distorted geometry. The level of theory is ωB97M-V/def2-TZVPD.

The geometry in ORCA input format:
```
! RIJCOSX wB97M-V def2-TZVPD def2/J DEFGRID3
* xyz -1 1
O 0.824 1.754 0.105
H 2.330 0.088 0.501
H -1.988 2.000 -0.280
C -2.219 -0.063 0.048
N 0.382 -0.467 -0.140
H 2.230 -0.779 -0.866
O -0.515 -1.444 0.052
C 0.003 0.823 -0.029
O -3.241 -0.621 -0.037
H 1.852 -1.576 0.623
C 1.795 -0.716 0.087
C -1.454 1.001 -0.066
*
```

Values from the calculation:
- Frontier orbital gap: 6.87 eV
- SMILES string: CN([O-])C(=O)C=C=O
- Energy above the lowest of the compared OMol25 structures with the same formula, charge and spin: 2.743 eV

Results of the natural (NBO) charge analysis, in e, for atoms 1 through 2:
1. O -0.75
2. H 0.22



This record from the Open Molecules 2025 dataset describes C4H4NO3 as an isolated structure at a distorted geometry. The level of theory is ωB97M-V/def2-TZVPD.

The geometry in ORCA input format:
```
! RIJCOSX wB97M-V def2-TZVPD def2/J DEFGRID3
* xyz -1 1
O -0.838 0.552 -1.353
H -0.245 -0.442 1.575
O -3.008 1.373 -1.398
C 0.184 0.169 -0.688
C 1.800 -0.312 0.453
H 2.280 0.366 1.250
H 0.076 -1.797 0.425
O -2.240 0.573 0.537
H 2.463 -1.112 0.129
C 0.352 -0.694 0.550
N 1.433 0.505 -0.827
C -2.257 0.819 -0.652
*
```

Values from the calculation:
- Frontier orbital gap: 9.30 eV
- Energy above the lowest of the compared OMol25 structures with the same formula, charge and spin: 0.868 eV

Results of the natural (NBO) charge analysis, in e, for atoms 1 through 2:
1. O -0.60
2. H 0.24



This record from the Open Molecules 2025 dataset describes a 2-piece molecular cluster, C4H4NO3P overall at a distorted geometry. The level of theory is ωB97M-V/def2-TZVPD.

The geometry in ORCA input format:
```
! RIJCOSX wB97M-V def2-TZVPD def2/J DEFGRID3
* xyz -2 1
C 2.443 -0.696 0.180
O 4.924 0.523 0.165
H 0.545 1.170 -1.288
H -0.309 0.890 0.251
C 2.906 -1.971 -0.094
P 3.441 0.739 -0.007
H -1.213 0.760 -1.225
O 2.700 0.054 1.438
C 0.118 -0.957 -0.784
C -0.282 0.472 -0.797
O 2.870 1.948 -0.576
N 2.944 -3.041 -0.576
H -0.219 -1.446 0.089
*
```

Values from the calculation:
- Frontier orbital gap: 6.05 eV
- Energy above the lowest of the compared OMol25 structures with the same formula, charge and spin: 5.076 eV

Results of the natural (NBO) charge analysis, in e, for atoms 1 through 2:
1. C -0.40
2. O -1.17



This record from the Open Molecules 2025 dataset describes an isolated ion of composition C4H4NO4 and charge -1 at a distorted geometry. The level of theory is ωB97M-V/def2-TZVPD.

The geometry in ORCA input format:
```
! RIJCOSX wB97M-V def2-TZVPD def2/J DEFGRID3
* xyz -1 1
H 2.245 -1.771 0.695
C -0.723 0.005 -1.891
O -1.873 0.537 -1.495
C -0.698 0.665 0.549
C 1.806 -0.795 0.863
O -0.435 -0.466 -2.973
N -1.997 0.478 -0.073
H 2.296 -0.275 1.637
H -2.778 1.185 0.179
H 0.934 -1.063 1.301
C 0.270 0.392 -0.399
O 1.623 0.149 -0.148
O -0.671 0.959 1.756
*
```

Values from the calculation:
- Frontier orbital gap: 7.01 eV
- SMILES string: COc1c([O-])[nH]oc1=O
- Energy above the lowest of the compared OMol25 structures with the same formula, charge and spin: 4.144 eV

Results of the natural (NBO) charge analysis, in e, for atoms 1 through 2:
1. H 0.15
2. C 0.76



This record from the Open Molecules 2025 dataset describes one molecule with the formula C4H4O at a distorted geometry. The level of theory is ωB97M-V/def2-TZVPD.

The geometry in ORCA input format:
```
! RIJCOSX wB97M-V def2-TZVPD def2/J DEFGRID3
* xyz 0 1
C 0.357 0.738 0.104
H -3.328 -0.432 0.349
C -2.162 -0.280 0.276
H 0.979 -1.445 -0.422
C 1.227 -0.316 -0.408
O 1.186 -0.189 0.928
C -1.039 0.242 -0.172
H 2.345 -0.176 -0.852
H 0.435 1.858 0.196
*
```

Values from the calculation:
- Frontier orbital gap: 10.25 eV
- SMILES string: C#C[C@@H]1CO1
- Energy above the lowest of the compared OMol25 structures with the same formula, charge and spin: 5.159 eV

Results of the natural (NBO) charge analysis, in e, for atoms 1 through 2:
1. C -0.06
2. H 0.27



This record from the Open Molecules 2025 dataset describes one molecule with the formula C4H4O at a distorted geometry. The level of theory is ωB97M-V/def2-TZVPD.

The geometry in ORCA input format:
```
! RIJCOSX wB97M-V def2-TZVPD def2/J DEFGRID3
* xyz 0 1
H -0.928 1.869 -0.065
C -0.500 0.887 -0.001
C 0.904 0.533 -0.010
H 1.726 -1.538 -0.007
C 0.893 -0.826 0.003
H -2.267 -0.494 0.009
C -1.216 -0.277 0.019
O -0.352 -1.352 -0.012
H 1.739 1.197 0.064
*
```

Values from the calculation:
- Frontier orbital gap: 10.05 eV
- SMILES string: c1ccoc1
- Energy above the lowest of the compared OMol25 structures with the same formula, charge and spin: 0.057 eV

Results of the natural (NBO) charge analysis, in e, for atoms 1 through 2:
1. H 0.23
2. C -0.31



This record from the Open Molecules 2025 dataset describes C4H4O as an isolated structure at a distorted geometry. The level of theory is ωB97M-V/def2-TZVPD.

The geometry in ORCA input format:
```
! RIJCOSX wB97M-V def2-TZVPD def2/J DEFGRID3
* xyz 0 3
C 1.565 -0.518 0.009
H 2.318 0.142 0.032
H -0.424 2.078 0.044
H -2.643 0.078 0.133
O -0.783 -1.048 -0.106
H 1.897 -1.614 0.039
C -0.629 1.002 -0.081
C 0.313 -0.146 -0.070
C -1.614 0.026 0.001
*
```

Values from the calculation:
- Frontier orbital gap (spin up / spin down): 6.85 / 7.74 eV
- Energy above the lowest of the compared OMol25 structures with the same formula, charge and spin: 1.391 eV

Results of the natural (NBO) charge analysis, in e, for atoms 1 through 2:
1. C -0.49
2. H 0.20



This record from the Open Molecules 2025 dataset describes a 2-piece molecular cluster, C4H4O2 overall at a distorted geometry. The level of theory is ωB97M-V/def2-TZVPD.

The geometry in ORCA input format:
```
! RIJCOSX wB97M-V def2-TZVPD def2/J DEFGRID3
* xyz 0 1
H 0.022 1.353 -0.987
O -1.569 0.145 -0.590
C 1.042 -1.075 1.227
C 0.707 -1.543 -2.140
H -1.522 -0.451 -1.299
H 1.487 -1.690 1.960
C 0.498 -0.291 0.470
H -0.910 1.325 0.757
O 1.535 -2.354 -2.152
C -0.378 0.693 -0.054
*
```

Values from the calculation:
- Frontier orbital gap: 10.89 eV
- Energy above the lowest of the compared OMol25 structures with the same formula, charge and spin: 2.824 eV

Results of the natural (NBO) charge analysis, in e, for atoms 1 through 2:
1. H 0.20
2. O -0.73



This record from the Open Molecules 2025 dataset describes one molecule with the formula C4H4O2 at a distorted geometry. The level of theory is ωB97M-V/def2-TZVPD.

The geometry in ORCA input format:
```
! RIJCOSX wB97M-V def2-TZVPD def2/J DEFGRID3
* xyz 0 1
C 2.011 0.783 0.119
O -0.137 -1.950 -0.405
H 3.041 1.092 0.287
C -0.118 -0.777 0.057
H -2.071 -1.224 -0.987
H -1.282 1.109 0.365
O -2.296 -0.320 -0.667
C -1.232 0.087 0.002
C 1.044 -0.043 0.296
H 1.299 1.378 -0.489
*
```

Values from the calculation:
- Frontier orbital gap (spin up / spin down): 7.20 / 7.48 eV
- Energy above the lowest of the compared OMol25 structures with the same formula, charge and spin: 4.216 eV

Results of the natural (NBO) charge analysis, in e, for atoms 1 through 2:
1. C -0.50
2. O -0.71